(1)
ORCA calculation (ωB97M-V/def2-TZVPD) on C22H19BrMnN7O4 as an isolated structure.

The geometry in XYZ format:
```
54
Properties=species:S:1:pos:R:3:lowdin_spin:R:1
Mn 0.21 -0.62 -0.91 4.672
N -2.57 1.22 2.17 0.002
C -2.07 0.60 1.10 0.007
N -0.81 0.53 0.81 0.036
C 0.12 1.15 1.64 0.001
N 1.39 1.17 1.39 0.003
N 1.69 0.43 0.25 0.028
C 2.88 0.46 -0.18 0.020
C 3.20 -0.35 -1.39 0.006
C 4.48 -0.37 -1.90 0.002
C 4.73 -1.14 -3.03 0.003
C 3.69 -1.86 -3.59 0.002
C 2.43 -1.78 -3.01 0.007
N 2.19 -1.04 -1.94 0.039
C -0.37 1.82 2.85 0.001
C 0.49 2.42 3.78 0.000
C -0.02 3.03 4.90 0.000
C -1.40 3.05 5.12 0.000
C -2.26 2.46 4.23 0.000
C -1.74 1.85 3.10 0.000
H -3.57 1.22 2.31 0.000
H -2.78 0.12 0.43 0.001
H 3.66 1.05 0.30 0.001
H 5.27 0.20 -1.43 0.000
H 5.72 -1.18 -3.46 0.000
H 3.84 -2.47 -4.47 0.000
H 1.58 -2.32 -3.41 0.001
H 1.56 2.40 3.58 0.000
H 0.65 3.50 5.61 0.000
H -1.79 3.53 6.01 0.000
H -3.33 2.47 4.40 0.000
Br 1.75 -2.27 2.39 0.003
C 0.22 -3.12 1.66 0.003
C -0.33 -4.20 2.34 0.001
C -1.45 -4.80 1.79 0.000
C -1.96 -4.30 0.59 0.000
C -1.33 -3.23 -0.01 0.003
N -0.25 -2.64 0.52 0.031
C -1.88 -2.66 -1.32 0.010
O -2.91 -3.12 -1.76 0.012
O -1.16 -1.73 -1.84 0.058
H 0.10 -4.54 3.27 0.000
H -1.92 -5.64 2.28 0.000
H -2.83 -4.72 0.11 0.000
N -2.10 3.08 -4.28 0.000
C -0.77 2.85 -3.75 0.001
C -0.81 1.80 -2.65 0.006
O 0.20 1.35 -2.13 0.035
O -2.02 1.44 -2.28 0.002
H -2.33 4.06 -4.35 0.000
H -2.63 1.91 -2.89 0.000
H -2.25 2.65 -5.18 0.000
H -0.36 3.75 -3.29 0.000
H -0.04 2.52 -4.49 0.000
```

Results
**<S²>**: 8.7536
**Total charge**: +1
**Spin multiplicity**: 6
**LUMO (spin up / spin down)**: -3.230 / -3.261 eV
**Maximum force**: 0.68 eV/Å
**Energy**: -5258.9970 a.u.

---

(2)
ORCA calculation (ωB97M-V/def2-TZVPD) on an isolated molecule of C22H19ClN2O3.

The geometry in XYZ format:
```
47
Properties=species:S:1:pos:R:3:mulliken_charge:R:1
C -4.79 -4.21 -3.93 -1.523
C -3.58 -3.34 -3.81 0.858
C -2.78 -3.01 -4.82 -0.767
C -1.59 -2.13 -4.54 -1.000
H -0.92 -2.08 -5.40 0.442
H -1.94 -1.12 -4.33 0.325
C -0.83 -2.67 -3.32 0.239
C 0.10 -1.60 -2.77 0.060
O 0.99 -1.05 -3.36 -0.593
N -0.25 -1.36 -1.45 0.362
C -1.30 -2.15 -1.00 -0.096
O -1.77 -2.11 0.10 -0.608
C -1.75 -3.03 -2.15 0.504
H -1.62 -4.08 -1.86 0.326
C -3.24 -2.79 -2.45 -1.169
H -3.84 -3.25 -1.67 0.450
H -3.43 -1.71 -2.44 0.407
C 0.39 -0.39 -0.64 0.421
C 0.70 0.86 -1.16 -0.493
C 1.33 1.79 -0.36 -0.885
C 1.63 1.51 0.97 0.729
C 1.33 0.24 1.47 -0.886
C 0.72 -0.70 0.67 -0.475
H 0.50 -1.68 1.07 0.405
H 1.60 -0.03 2.48 0.415
C 2.30 2.57 1.77 0.641
O 3.03 3.40 1.26 -0.665
N 2.00 2.52 3.10 -0.092
C 2.46 3.33 4.13 0.203
C 3.38 4.36 3.95 -0.426
C 3.79 5.13 5.02 -0.742
C 3.31 4.89 6.29 -0.428
C 2.40 3.87 6.50 -0.574
C 1.98 3.10 5.43 0.630
Cl 0.83 1.82 5.70 -0.281
H 2.01 3.66 7.48 0.395
H 3.63 5.49 7.13 0.376
H 4.51 5.92 4.86 0.366
H 3.75 4.55 2.96 0.499
H 1.33 1.83 3.40 0.101
H 1.59 2.77 -0.75 0.419
H 0.46 1.09 -2.19 0.401
H -0.23 -3.53 -3.64 0.312
H -2.94 -3.36 -5.82 0.383
H -5.67 -3.68 -3.59 0.326
H -4.67 -5.10 -3.31 0.334
H -4.94 -4.52 -4.96 0.377
```

Results
**LUMO**: 0.333 eV
**Maximum force**: 0.55 eV/Å
**Energy**: -1645.2483 a.u.
**SMILES string**: CC1=CC[C@H]2C(=O)N(c3ccc(C(=O)Nc4ccccc4Cl)cc3)C(=O)[C@H]2C1

---

(3)
ORCA calculation (ωB97M-V/def2-TZVPD) on an isolated molecule of C22H19FN4O4S2 in a non-equilibrium geometry.

The geometry in XYZ format:
```
52
Properties=species:S:1:pos:R:3:mulliken_charge:R:1
O -0.33 1.99 -0.86 -0.669
C -0.50 1.31 0.13 0.539
N 0.49 0.64 0.79 -0.145
C 1.86 0.59 0.52 1.052
C 2.46 1.34 -0.49 -0.491
C 3.82 1.25 -0.70 -0.998
C 4.61 0.42 0.09 0.231
C 4.00 -0.33 1.10 -1.045
C 2.65 -0.24 1.31 -0.493
H 2.19 -0.82 2.10 0.329
H 4.62 -0.97 1.70 0.470
C 6.04 0.31 -0.12 0.628
C 6.84 0.94 -1.05 -0.560
N 8.11 0.49 -0.82 0.164
C 9.38 0.65 -1.31 -0.391
C 10.28 -0.09 -0.64 -0.351
S 9.56 -1.04 0.64 -0.178
C 8.02 -0.39 0.24 0.113
N 6.80 -0.52 0.68 -0.508
H 11.33 -0.16 -0.81 0.437
H 9.57 1.31 -2.13 0.367
H 6.62 1.64 -1.82 0.472
H 4.27 1.84 -1.49 0.293
H 1.85 1.99 -1.11 0.536
H 0.20 0.06 1.57 0.167
C -1.86 1.13 0.73 0.002
C -2.95 1.14 -0.13 -0.448
C -4.23 0.97 0.35 0.128
C -4.43 0.82 1.71 0.452
C -3.36 0.85 2.60 -0.847
C -2.08 1.00 2.10 -0.521
H -1.25 1.05 2.80 0.549
H -3.55 0.76 3.65 0.493
F -5.66 0.63 2.20 -0.360
S -5.61 0.96 -0.83 1.213
O -6.75 1.54 -0.21 -0.696
O -5.10 1.51 -2.05 -0.710
N -5.95 -0.63 -1.13 0.052
C -6.63 -1.42 -0.13 -0.713
H -7.13 -0.73 0.55 0.372
C -5.64 -2.32 0.62 -0.243
H -6.17 -3.04 1.25 0.364
O -4.85 -3.08 -0.27 -0.439
C -4.13 -2.26 -1.16 -0.256
H -3.56 -2.94 -1.80 0.364
C -5.07 -1.38 -1.99 -0.739
H -4.52 -0.67 -2.60 0.396
H -5.68 -2.02 -2.64 0.350
H -3.43 -1.62 -0.59 0.165
H -4.98 -1.71 1.26 0.139
H -7.37 -2.05 -0.63 0.361
H -2.80 1.29 -1.19 0.606
```

Results
**LUMO**: 0.110 eV
**Maximum force**: 1.08 eV/Å
**Energy**: -2265.9767 a.u.
**SMILES string**: O=C(Nc1ccc(-c2cn3ccsc3n2)cc1)c1ccc(F)c(S(=O)(=O)N2CCOCC2)c1

---

(4)
ORCA calculation (ωB97M-V/def2-TZVPD) on C22H19FN5O4STc as an isolated structure.

The geometry in XYZ format:
```
53
Properties=species:S:1:pos:R:3:lowdin_spin:R:1
Tc 0.62 -0.12 0.67 0.883
N 5.51 -1.80 -4.15 0.000
C 5.67 -1.07 -3.03 0.001
O 6.72 -0.56 -2.69 0.001
C 4.45 -0.91 -2.15 0.006
C 3.42 -1.83 -2.08 -0.001
C 2.37 -1.60 -1.21 0.006
N 2.33 -0.52 -0.42 0.002
C 3.32 0.38 -0.49 0.007
C 4.40 0.21 -1.34 -0.002
H 6.30 -1.87 -4.78 0.000
H 4.61 -2.03 -4.52 0.000
H 3.42 -2.73 -2.68 0.000
H 1.54 -2.29 -1.13 0.000
H 3.24 1.25 0.14 0.000
H 5.20 0.94 -1.37 0.000
N -0.10 -1.99 0.59 0.030
C -0.97 -2.78 0.49 0.028
N -1.81 -3.71 0.43 0.044
C -2.95 -3.60 -0.25 0.003
N -3.96 -3.53 -0.80 0.017
F -1.96 -2.78 4.46 -0.005
C -1.01 -2.00 3.97 -0.013
C -1.35 -0.69 3.65 -0.001
C -0.35 0.13 3.14 -0.008
C 0.95 -0.37 2.92 -0.005
C 1.92 0.44 2.20 -0.035
C 1.23 -1.72 3.26 -0.011
C 0.26 -2.53 3.80 0.004
H -2.35 -0.34 3.82 0.000
H -0.57 1.17 2.91 0.000
H 2.92 0.02 2.16 -0.001
H 1.89 1.51 2.35 0.000
H 2.22 -2.11 3.08 0.000
H 0.45 -3.56 4.07 0.000
C -6.12 2.86 -0.82 0.000
C -4.64 2.65 -0.82 0.000
C -3.79 3.51 -1.51 0.000
C -2.42 3.30 -1.54 0.000
C -1.90 2.22 -0.84 0.000
C -2.73 1.34 -0.14 -0.001
C -4.09 1.56 -0.13 0.000
S -0.19 1.93 -0.91 0.003
O 0.01 0.45 -1.20 0.001
O 0.45 2.83 -1.79 0.002
O 0.37 1.94 0.52 0.044
H -6.39 3.84 -1.23 0.000
H -6.53 2.79 0.19 0.000
H -6.61 2.10 -1.43 0.000
H -4.20 4.35 -2.05 0.000
H -1.76 3.96 -2.08 0.000
H -2.33 0.47 0.38 0.000
H -4.74 0.88 0.39 0.000
```

Results
**<S²>**: 0.7666
**Total charge**: +1
**Spin multiplicity**: 2
**LUMO (spin up / spin down)**: -5.219 / -4.928 eV
**Maximum force**: 0.50 eV/Å
**Energy**: -2003.1012 a.u.

---

(5)
ORCA calculation (ωB97M-V/def2-TZVPD) on a 2-piece molecular cluster, C22H19N2 overall in a non-equilibrium geometry.

The geometry in XYZ format:
```
43
Properties=species:S:1:pos:R:3:mulliken_charge:R:1
C 0.14 -0.49 -1.90 0.230
C -1.12 -1.21 -2.07 0.573
C -2.27 -0.38 -2.01 -0.445
C -3.55 -0.88 -2.24 -0.716
C -3.74 -2.24 -2.56 -0.371
C -2.62 -3.07 -2.68 -0.898
C -1.34 -2.56 -2.48 -0.205
C 1.41 -1.17 -1.94 0.974
C 2.53 -0.33 -2.17 -0.502
C 3.78 -0.87 -2.47 -0.635
C 3.96 -2.26 -2.57 -0.438
C 2.88 -3.11 -2.28 -0.803
C 1.63 -2.58 -1.95 -0.212
H 0.14 0.51 -2.44 0.301
H -2.14 0.68 -1.81 0.361
H -4.41 -0.22 -2.14 0.377
H -4.74 -2.66 -2.69 0.387
H -2.74 -4.13 -2.92 0.403
H -0.52 -3.23 -2.75 0.427
H 2.40 0.75 -2.21 0.271
H 4.62 -0.20 -2.61 0.395
H 4.93 -2.69 -2.85 0.388
H 3.01 -4.19 -2.28 0.391
H 0.81 -3.29 -1.77 0.491
C -0.71 2.36 5.90 -0.472
C -0.38 1.11 5.37 -0.700
C -0.08 0.95 3.99 -0.415
C -0.14 2.04 3.10 1.385
N 0.07 1.87 1.70 0.286
C 0.14 0.69 0.96 -0.305
N 0.23 0.91 -0.36 -0.007
C 0.32 2.32 -0.47 -0.962
C 0.20 2.91 0.75 -0.198
C -0.42 3.32 3.68 -0.446
C -0.72 3.46 5.05 -0.631
H -0.96 2.48 6.96 0.398
H -0.36 0.26 6.04 0.360
H 0.22 -0.02 3.61 0.249
H 0.16 -0.28 1.41 0.363
H 0.50 2.81 -1.42 0.450
H 0.21 3.96 1.02 0.384
H -0.39 4.23 3.06 0.171
H -0.95 4.45 5.46 0.349
```

Results
**Total charge**: +1
**LUMO**: -4.386 eV
**Maximum force**: 2.67 eV/Å
**Energy**: -958.9578 a.u.

---

(6)
ORCA calculation (ωB97M-V/def2-TZVPD) on an isolated molecule of C22H19N3O3S2.

The geometry in XYZ format:
```
49
Properties=species:S:1:pos:R:3:mulliken_charge:R:1
C 1.71 -2.75 1.65 -0.610
H 2.19 -2.73 0.67 0.198
H 1.11 -3.66 1.76 0.228
H 2.48 -2.71 2.42 0.309
O 0.81 -1.67 1.80 -0.190
C 1.25 -0.47 1.35 0.192
O 2.33 -0.33 0.84 -0.627
C 0.26 0.59 1.54 1.455
C -0.99 0.52 2.16 -0.330
N -1.55 1.74 2.05 0.256
C -0.74 2.60 1.34 -0.399
C 0.43 1.92 1.05 0.773
C 1.67 2.45 0.42 -1.619
H 1.78 2.07 -0.59 0.199
H 1.66 3.54 0.40 0.389
H 2.53 2.10 0.99 0.476
C -1.33 3.88 1.00 0.242
O -2.22 4.37 1.68 -0.634
C -0.91 4.58 -0.28 -0.895
H -1.71 5.26 -0.58 0.450
H 0.01 5.14 -0.14 0.526
S -0.56 3.43 -1.65 -0.228
C -1.73 2.17 -1.28 0.988
N -2.89 2.55 -0.78 -0.496
C -3.73 1.61 -0.36 -0.431
N -3.50 0.32 -0.32 -0.602
C -2.34 -0.07 -0.84 0.263
C -1.39 0.82 -1.40 -0.373
C -0.22 0.15 -1.82 -1.389
C -0.25 -1.19 -1.57 0.952
C 0.79 -2.17 -1.81 1.077
C 0.50 -3.53 -1.80 -0.496
C 1.49 -4.47 -2.01 -0.757
C 2.80 -4.06 -2.23 -0.476
C 3.10 -2.71 -2.24 -0.760
C 2.11 -1.77 -2.03 -0.326
H 2.37 -0.72 -2.01 0.202
H 4.12 -2.38 -2.40 0.389
H 3.58 -4.79 -2.39 0.404
H 1.25 -5.52 -2.00 0.409
H -0.52 -3.85 -1.63 0.401
S -1.76 -1.69 -0.82 -0.254
H 0.60 0.66 -2.29 0.777
H -4.67 1.96 0.03 0.452
H -2.46 2.01 2.39 0.340
C -1.72 -0.59 2.81 -1.418
H -1.03 -1.38 3.10 0.305
H -2.45 -1.01 2.12 0.247
H -2.25 -0.23 3.69 0.413
```

Results
**LUMO**: -0.263 eV
**Maximum force**: 0.91 eV/Å
**Energy**: -2036.1725 a.u.
**SMILES string**: COC(=O)c1c(C)[nH]c(C(=O)CSc2ncnc3sc(-c4ccccc4)cc23)c1C

---

(7)
ORCA calculation (ωB97M-V/def2-TZVPD) on C22H19N7OPtS2 as an isolated structure in a non-equilibrium geometry.

The geometry in XYZ format:
```
52
Properties=species:S:1:pos:R:3:lowdin_spin:R:1
Pt -2.38 -1.34 -1.24 0.730
S -0.80 0.35 -1.89 0.258
C -3.63 0.32 -0.75 0.024
S -4.68 -0.71 -1.67 0.228
C -3.44 0.04 0.66 0.282
C -3.57 -1.31 1.10 0.034
N -3.66 -2.38 1.53 0.127
C -3.10 1.04 1.59 0.036
N -2.84 1.90 2.33 0.157
C 3.94 -0.50 4.57 0.000
C 3.17 0.21 3.48 0.000
C 2.97 -0.38 2.24 0.000
C 2.26 0.27 1.24 0.000
C 1.74 1.54 1.47 0.000
N 0.99 2.13 0.43 0.004
C 0.66 3.44 0.30 0.000
O 1.09 4.35 0.99 0.000
N -0.24 3.76 -0.74 0.001
C -1.24 3.09 -1.44 0.004
C -1.84 3.66 -2.50 0.005
C -3.04 3.09 -3.05 -0.004
C -3.66 2.09 -2.42 0.004
N -3.14 1.53 -1.27 -0.006
C -1.74 1.75 -0.99 0.016
C 1.93 2.15 2.70 0.000
C 2.64 1.48 3.69 0.000
H 4.09 -1.55 4.31 0.000
H 3.40 -0.45 5.52 0.000
H 4.92 -0.05 4.72 0.000
H 3.38 -1.36 2.04 0.000
H 2.10 -0.21 0.28 0.000
H 0.76 1.50 -0.32 0.008
H -0.24 4.76 -0.89 0.000
H -1.47 4.60 -2.90 0.000
H -3.48 3.52 -3.94 0.000
H -4.61 1.68 -2.75 0.001
H -1.53 1.61 0.06 -0.001
H 1.53 3.13 2.89 0.000
H 2.78 1.97 4.65 0.000
N 2.56 -4.87 -2.17 0.008
C 1.38 -4.23 -1.96 0.008
C 0.51 -3.93 -3.02 0.002
C -0.67 -3.29 -2.76 0.011
N -1.05 -2.93 -1.53 0.047
C -0.23 -3.22 -0.50 0.013
C 0.98 -3.86 -0.67 -0.001
H 2.85 -5.12 -3.10 0.000
H 3.18 -5.07 -1.41 0.000
H 0.78 -4.19 -4.04 0.000
H -1.36 -3.05 -3.56 0.001
H -0.56 -2.92 0.48 0.000
H 1.60 -4.06 0.19 0.000
```

Results
**<S²>**: 2.0353
**Spin multiplicity**: 3
**LUMO (spin up / spin down)**: -0.090 / -2.557 eV
**Maximum force**: 1.13 eV/Å
**Energy**: -2223.9376 a.u.

---

(8)
ORCA calculation (ωB97M-V/def2-TZVPD) on C22H20AsLiN4O4S3 as an isolated structure.

The geometry in XYZ format:
```
55
Properties=species:S:1:pos:R:3:mulliken_charge:R:1
Li -0.28 0.21 -0.02 0.814
O -6.38 -2.58 -3.14 -0.582
N -6.16 -1.67 -2.37 0.940
O -7.02 -1.07 -1.75 -0.579
C -4.76 -1.22 -2.21 0.183
C -3.97 -1.40 -3.29 -0.964
C -2.62 -0.93 -3.27 1.433
C -1.76 -1.05 -4.38 -0.672
C -0.49 -0.55 -4.30 -0.961
C -0.08 0.06 -3.10 -0.182
N -0.86 0.16 -2.05 -0.047
C -2.12 -0.32 -2.13 -0.793
C -2.97 -0.17 -0.95 0.179
N -2.41 0.39 0.14 -0.163
C -3.14 0.57 1.21 -0.101
C -4.49 0.18 1.27 -1.002
C -5.07 -0.41 0.18 -0.532
C -4.31 -0.59 -0.99 0.757
H -4.37 -1.89 -4.17 0.497
H -2.12 -1.53 -5.29 0.442
H 0.20 -0.61 -5.13 0.417
H 0.91 0.48 -3.00 0.413
H -2.65 1.03 2.06 0.438
H -5.05 0.34 2.18 0.426
H -6.10 -0.72 0.22 0.492
C 2.36 -2.08 2.51 -0.901
As 2.17 -2.28 0.60 0.616
C 3.26 -0.90 -0.17 -0.416
C 3.10 -3.92 0.23 -1.104
S 0.22 -2.33 -0.15 -0.453
H 3.41 -2.20 2.74 0.393
H 1.77 -2.86 2.99 0.339
H 1.99 -1.10 2.82 0.193
H 4.24 -0.92 0.30 0.458
H 2.80 0.08 -0.05 -0.313
H 3.35 -1.12 -1.23 0.364
H 4.16 -3.82 0.48 0.382
H 2.99 -4.14 -0.83 0.334
H 2.65 -4.72 0.81 0.379
O -0.66 2.65 2.08 -0.703
S 0.47 1.82 1.74 1.255
O 0.31 0.40 2.04 -0.635
N 0.90 1.88 0.18 -0.237
C 2.07 2.49 -0.01 -0.244
S 2.84 2.67 -1.46 -0.379
C 2.70 2.92 1.30 0.451
C 3.89 3.59 1.51 -0.743
C 4.27 3.87 2.81 -0.527
C 3.48 3.49 3.89 -0.535
C 2.28 2.82 3.70 -0.592
C 1.93 2.54 2.39 0.073
H 4.49 3.88 0.65 0.437
H 5.20 4.40 2.99 0.395
H 3.81 3.72 4.90 0.399
H 1.66 2.53 4.53 0.463
```

Results
**LUMO**: -0.899 eV
**Maximum force**: 0.53 eV/Å
**Energy**: -4808.2326 a.u.

---

(9)
ORCA calculation (ωB97M-V/def2-TZVPD) on C22H20BCl3F6N2O9RuS2Si as an isolated structure in a non-equilibrium geometry.

The geometry in XYZ format:
```
67
Properties=species:S:1:pos:R:3:mulliken_charge:R:1
Ru -1.03 -0.01 -0.39 0.158
Cl -4.17 -6.11 -3.50 -0.294
C -3.04 -4.92 -2.89 0.523
C -3.49 -3.64 -2.61 -0.875
C -2.60 -2.71 -2.12 0.980
Cl -3.13 -1.09 -1.76 -0.093
C -1.21 -2.97 -1.88 -1.467
O -0.39 -2.13 -1.44 -0.173
C -0.85 -4.32 -2.20 0.496
Cl 0.82 -4.75 -1.95 -0.254
C -1.72 -5.27 -2.69 -0.758
H -4.52 -3.36 -2.77 0.424
H -1.37 -6.27 -2.91 0.398
F -1.90 4.18 3.15 -0.218
C -2.63 4.27 2.02 0.391
F -2.92 5.57 1.84 -0.224
F -3.78 3.62 2.24 -0.237
S -1.72 3.59 0.54 1.131
O -1.44 2.23 0.86 -0.695
O -0.63 4.51 0.39 -0.699
N -2.91 3.85 -0.48 -0.503
S -3.01 3.01 -1.81 0.740
O -4.29 3.20 -2.42 -0.710
O -2.49 1.68 -1.73 -0.474
C -1.88 3.95 -2.97 0.656
F -2.32 5.22 -3.05 -0.263
F -0.62 3.97 -2.55 -0.202
F -1.91 3.43 -4.20 -0.234
C 3.08 -0.03 -1.76 -1.077
Si 1.78 1.34 -2.02 0.426
C 1.86 1.81 -3.87 -1.093
C 2.37 2.86 -1.03 -0.920
O 0.29 0.95 -1.65 -0.484
H 3.92 0.04 -2.46 0.489
H 2.60 -1.01 -1.88 0.190
H 3.49 0.00 -0.74 0.114
H 2.85 2.20 -4.15 0.337
H 1.12 2.58 -4.09 0.203
H 1.64 0.95 -4.51 0.238
H 3.43 3.09 -1.19 0.408
H 2.21 2.67 0.03 0.079
H 1.78 3.73 -1.30 0.169
O -2.31 -0.82 1.12 -0.715
N -1.76 -1.55 2.05 0.456
C -1.27 -0.93 3.16 -0.124
C -0.42 -1.58 4.01 -0.588
C 0.02 -2.87 3.71 -0.149
C -0.38 -3.43 2.51 -0.875
C -1.24 -2.75 1.68 -0.015
H -1.59 0.10 3.26 0.345
H -0.05 -1.06 4.89 0.393
H 0.72 -3.38 4.36 0.369
H 0.02 -4.38 2.18 0.394
H -1.54 -3.08 0.70 0.442
O 1.50 -1.22 0.90 -0.464
B 0.57 -0.15 0.83 2.346
O 1.00 0.84 1.77 -0.260
C 2.12 0.37 2.37 0.549
C 2.89 0.94 3.35 -1.025
C 3.99 0.20 3.81 -0.532
C 4.30 -1.04 3.28 -0.555
C 3.52 -1.61 2.27 -0.994
C 2.43 -0.89 1.83 0.667
H 2.65 1.91 3.75 0.494
H 4.62 0.62 4.59 0.374
H 5.16 -1.58 3.65 0.370
H 3.76 -2.58 1.84 0.495
```

Results
**Total charge**: -2
**LUMO (spin up / spin down)**: 4.129 / 4.129 eV
**Maximum force**: 3.19 eV/Å
**Energy**: -4822.5465 a.u.